Entry from the OMol25 dataset: a structure of composition C47H60Cl2O4Ti (wB97M-V/def2-TZVPD).

CARTESIAN COORDINATES (ANGSTROEM)
Ti1 -0.362 -2.944 0.550
C1 -0.639 -3.174 3.790
O1 -0.539 -2.342 2.617
C2 -0.277 -0.976 2.816
C3 1.029 -0.553 2.975
C4 2.209 -1.505 2.977
C5 2.956 -1.394 1.671
C6 4.018 -0.515 1.531
C7 4.646 -0.289 0.309
C8 4.158 -0.984 -0.788
C9 3.093 -1.875 -0.690
C10 2.505 -2.508 -1.928
C11 1.356 -1.665 -2.446
C12 1.619 -0.419 -3.018
C13 0.610 0.449 -3.396
C14 -0.711 0.030 -3.221
C15 -1.022 -1.198 -2.670
C16 -2.466 -1.590 -2.446
C17 -3.142 -0.888 -1.288
C18 -4.387 -0.305 -1.459
C19 -5.105 0.259 -0.406
C20 -4.531 0.181 0.856
C21 -3.282 -0.397 1.073
C22 -2.763 -0.564 2.486
C23 -1.344 -0.086 2.704
C24 -1.066 1.266 2.752
C25 0.236 1.749 2.906
C26 1.257 0.824 3.030
C27 0.489 3.255 2.886
C28 -0.315 3.932 4.004
C29 1.966 3.597 3.081
C30 0.042 3.810 1.526
C31 -2.562 -0.897 -0.012
O2 -1.324 -1.387 0.164
C32 -6.460 0.913 -0.670
C33 -7.088 1.472 0.606
C34 -7.424 -0.121 -1.268
C35 -6.280 2.069 -1.664
C36 0.031 -2.028 -2.289
O3 -0.281 -3.208 -1.593
C37 -0.266 -4.437 -2.344
C38 0.890 1.845 -3.952
C39 2.387 2.133 -4.065
C40 0.263 1.982 -5.345
C41 0.271 2.885 -3.007
C42 2.500 -2.098 0.551
O4 1.497 -2.998 0.678
C43 5.798 0.711 0.218
C44 6.340 0.838 -1.206
C45 5.305 2.093 0.670
C46 6.944 0.259 1.132
H1 -0.342 -2.593 4.660
H2 0.018 -4.032 3.660
H3 -1.668 -3.515 3.886
H4 1.866 -2.531 3.108
H5 2.872 -1.260 3.807
H6 4.357 0.015 2.415
H7 4.601 -0.839 -1.766
H8 2.157 -3.512 -1.686
H9 3.271 -2.592 -2.700
H10 2.655 -0.126 -3.124
H11 -1.532 0.685 -3.491
H12 -2.530 -2.667 -2.277
H13 -3.031 -1.378 -3.356
H14 -4.808 -0.303 -2.460
H15 -5.057 0.568 1.720
H16 -2.839 -1.619 2.755
H17 -3.422 -0.017 3.162
H18 -1.893 1.957 2.634
H19 2.281 1.158 3.135
H20 -0.011 3.556 4.982
H21 -1.386 3.757 3.894
H22 -0.148 5.011 3.984
H23 2.343 3.235 4.040
H24 2.092 4.681 3.060
H25 2.586 3.176 2.286
H26 -1.018 3.627 1.346
H27 0.603 3.338 0.716
H28 0.214 4.888 1.481
H29 -7.272 0.688 1.343
H30 -8.048 1.934 0.366
H31 -6.457 2.234 1.066
H32 -7.576 -0.953 -0.577
H33 -7.045 -0.529 -2.205
H34 -8.395 0.339 -1.470
H35 -5.600 2.822 -1.261
H36 -7.240 2.547 -1.869
H37 -5.868 1.720 -2.612
H38 0.114 -4.236 -3.343
H39 -1.280 -4.831 -2.387
H40 0.378 -5.147 -1.828
H41 2.884 1.434 -4.742
H42 2.882 2.083 -3.093
H43 2.532 3.140 -4.461
H44 0.691 1.255 -6.037
H45 0.446 2.983 -5.742
H46 -0.816 1.825 -5.318
H47 0.704 2.803 -2.008
H48 -0.808 2.753 -2.913
H49 0.459 3.894 -3.380
H50 5.573 1.191 -1.900
H51 6.729 -0.112 -1.577
H52 7.157 1.561 -1.220
H53 4.477 2.432 0.043
H54 6.111 2.827 0.601
H55 4.957 2.074 1.704
H56 7.321 -0.719 0.826
H57 6.620 0.181 2.171
H58 7.768 0.975 1.089
Cl1 0.673 -7.159 3.199
C47 -0.850 -7.653 2.628
Cl2 -1.630 -4.870 0.892
H59 -1.718 -7.200 3.075
H60 -0.881 -8.161 1.680

Computed properties:
2S+1 = 3
Kohn-Sham gap (alpha / beta) = 8.1 / 8.3 eV
total charge = 0
⟨S²⟩ = 2.006
DFT total energy = -3897.924961 hartree


Entry from the OMol25 dataset: a structure of composition C18H20BrF3N6NiO4S at a distorted geometry (wB97M-V/def2-TZVPD).

CARTESIAN COORDINATES (ANGSTROEM)
Ni1 -0.464 1.459 -0.328
Br1 2.445 0.198 1.885
C1 1.097 1.420 2.427
C2 0.879 1.608 3.774
C3 -0.002 2.619 4.140
C4 -0.548 3.427 3.159
C5 -0.271 3.139 1.833
N1 0.503 2.107 1.466
C6 -0.809 4.007 0.675
O1 -1.242 5.109 0.976
O2 -0.709 3.471 -0.475
H1 1.380 0.993 4.505
H2 -0.223 2.783 5.187
H3 -1.180 4.275 3.380
N2 1.318 1.481 -1.499
C7 1.450 0.091 -1.959
C8 2.441 -0.116 -3.129
C9 3.571 -1.107 -2.805
C10 3.144 -2.571 -3.008
N3 1.900 -2.920 -2.343
C11 1.763 -3.302 -1.095
N4 2.819 -3.624 -0.320
N5 0.532 -3.426 -0.594
C12 0.015 -0.436 -2.271
O3 -0.072 -1.602 -2.719
O4 -0.932 0.329 -1.995
H4 1.029 2.077 -2.268
H5 2.190 1.848 -1.138
H6 1.793 -0.481 -1.098
H7 2.873 0.856 -3.377
H8 1.914 -0.467 -4.019
H9 3.914 -0.941 -1.778
H10 4.422 -0.931 -3.467
H11 3.949 -3.256 -2.730
H12 2.950 -2.726 -4.069
H13 1.040 -2.463 -2.782
H14 3.750 -3.386 -0.610
H15 2.676 -3.771 0.664
H16 -0.248 -3.024 -1.104
H17 0.397 -3.506 0.400
F1 -4.873 -2.092 2.609
C13 -3.629 -1.792 2.176
F2 -3.253 -2.804 1.373
F3 -2.829 -1.827 3.265
C14 -3.603 -0.453 1.505
C15 -4.749 0.317 1.441
C16 -4.701 1.580 0.866
C17 -3.494 2.034 0.375
N6 -2.388 1.299 0.426
C18 -2.401 0.061 0.967
S1 -0.881 -0.721 0.927
H18 -5.678 -0.067 1.839
H19 -5.582 2.203 0.809
H20 -3.391 3.019 -0.066

Computed properties:
2S+1 = 3
Kohn-Sham gap (alpha / beta) = 7.4 / 7.3 eV
total charge = 0
⟨S²⟩ = 2.005
DFT total energy = -6107.704332 hartree


Entry from the OMol25 dataset: the molecule C6H6O (wB97M-V/def2-TZVPD).

CARTESIAN COORDINATES (ANGSTROEM)
C1 2.245 -0.845 -0.496
C2 1.432 -0.385 0.265
C3 0.425 0.196 1.156
C4 -1.001 0.106 0.574
O1 -1.466 -1.225 0.549
C5 -1.056 0.733 -0.760
C6 -1.032 1.195 -1.871
H1 2.978 -1.230 -1.170
H2 0.422 -0.332 2.115
H3 0.672 1.246 1.350
H4 -1.676 0.635 1.256
H5 -0.940 -1.700 -0.111
H6 -1.003 1.606 -2.856

Computed properties:
Kohn-Sham gap = 11.1 eV
structure (SMILES) = C#CC[C@H](O)C#C
total charge = 0
DFT total energy = -307.324461 hartree


Entry from the OMol25 dataset: the molecule C8H17ClSi at a distorted geometry (wB97M-V/def2-TZVPD).

CARTESIAN COORDINATES (ANGSTROEM)
C1 -1.602 0.386 -0.206
C2 -0.169 0.100 -0.075
C3 -0.180 -1.463 -2.077
C4 1.155 0.662 -2.108
C5 0.340 -1.178 1.960
C6 1.918 0.657 1.278
C7 0.614 -0.471 -1.225
C8 0.462 0.196 1.282
Si1 -2.696 1.208 1.052
Cl1 -4.555 1.224 0.231
H1 -2.017 0.211 -1.187
H2 -0.614 -2.241 -1.452
H3 -0.985 -0.972 -2.615
H4 0.477 -1.931 -2.806
H5 0.338 1.206 -2.571
H6 1.791 0.249 -2.885
H7 1.746 1.361 -1.521
H8 0.892 -1.932 1.407
H9 -0.704 -1.480 2.003
H10 0.731 -1.137 2.975
H11 2.559 -0.028 0.730
H12 2.006 1.647 0.833
H13 2.285 0.714 2.301
H14 1.475 -1.011 -0.815
H15 -0.117 0.911 1.875
H16 -2.333 2.609 1.285
H17 -2.816 0.504 2.330

Computed properties:
2S+1 = 3
Kohn-Sham gap (alpha / beta) = 6.7 / 8.8 eV
total charge = 0
⟨S²⟩ = 2.006
DFT total energy = -1064.608091 hartree


Entry from the OMol25 dataset: a structure of composition C32H43BeBrN2P2 at a distorted geometry (wB97M-V/def2-TZVPD).

CARTESIAN COORDINATES (ANGSTROEM)
C1 2.041 -3.295 -1.401
C2 2.359 -1.914 -1.320
C3 3.003 -1.279 -2.419
C4 3.352 -2.083 -3.505
N1 3.091 -3.390 -3.542
C5 2.453 -3.988 -2.538
C6 1.931 -1.185 -0.214
C7 1.585 -0.582 0.851
C8 2.221 -0.217 2.139
C9 1.588 0.593 3.091
C10 2.280 0.991 4.234
C11 3.588 0.566 4.437
C12 4.225 -0.281 3.526
C13 3.532 -0.648 2.371
Be1 -0.051 0.144 0.452
P1 -1.101 -0.566 -1.633
H1 3.220 -0.216 -2.423
H2 1.491 -3.798 -0.613
H3 3.865 -1.641 -4.363
H4 2.253 -5.062 -2.614
H5 3.984 -1.267 1.595
H6 0.547 0.900 2.940
H7 5.225 -0.640 3.707
H8 1.796 1.626 4.965
C14 -2.828 0.098 -1.826
C15 -3.416 0.210 -3.228
H9 -2.817 1.089 -1.349
H10 -3.479 -0.536 -1.203
H11 -4.409 0.673 -3.154
H12 -2.818 0.850 -3.889
H13 -3.565 -0.761 -3.716
C16 -0.231 -0.104 -3.214
C17 -0.341 -0.979 -4.459
H14 0.829 -0.058 -2.916
H15 -0.525 0.925 -3.469
H16 0.289 -0.531 -5.241
H17 0.045 -1.995 -4.301
H18 -1.355 -1.029 -4.880
C18 -1.349 -2.387 -1.761
C19 -2.417 -2.975 -2.685
H19 -1.560 -2.700 -0.727
H20 -0.370 -2.821 -2.014
H21 -2.384 -4.067 -2.584
H22 -3.436 -2.668 -2.414
H23 -2.252 -2.764 -3.748
Br1 4.493 1.147 6.005
P2 0.223 2.281 -0.028
C20 -0.412 2.969 -1.602
C21 -0.680 4.466 -1.644
H24 -1.341 2.417 -1.817
H25 0.302 2.697 -2.394
H26 -1.094 4.715 -2.628
H27 -1.420 4.774 -0.895
H28 0.229 5.068 -1.527
C22 -0.564 3.198 1.343
C23 0.079 4.517 1.741
H29 -0.562 2.507 2.199
H30 -1.621 3.351 1.076
H31 -0.483 4.941 2.582
H32 1.114 4.390 2.079
H33 0.057 5.262 0.938
C24 2.029 2.625 0.021
C25 2.545 3.903 -0.630
H34 2.487 1.749 -0.461
H35 2.346 2.583 1.074
H36 3.636 3.918 -0.535
H37 2.317 3.942 -1.701
H38 2.176 4.814 -0.146
N2 -1.189 -0.543 1.361
C26 -1.738 -1.199 2.167
C27 -2.309 -1.958 3.204
C28 -1.872 -1.774 4.538
C29 -2.514 -2.445 5.567
C30 -3.551 -3.339 5.281
C31 -3.929 -3.600 3.955
C32 -3.289 -2.922 2.914
H39 -1.024 -1.111 4.729
H40 -2.207 -2.271 6.603
H41 -4.070 -3.851 6.093
H42 -4.717 -4.321 3.725
H43 -3.533 -3.140 1.869

Computed properties:
Kohn-Sham gap = 6.8 eV
total charge = +2
DFT total energy = -4625.645065 hartree


Entry from the OMol25 dataset: the molecule C3H9OP at a distorted geometry (wB97M-V/def2-TZVPD).

CARTESIAN COORDINATES (ANGSTROEM)
C1 -0.757 -0.576 -1.759
P1 0.163 0.734 -0.828
C2 0.854 -0.209 0.725
C3 -0.273 -0.422 1.673
O1 1.794 0.495 1.308
H1 -1.372 -0.054 -2.458
H2 -1.134 -1.032 -0.873
H3 -0.090 -1.180 -2.434
H4 1.343 0.785 -1.529
H5 -0.347 1.792 -1.539
H6 -0.454 0.574 2.224
H7 -0.065 -1.206 2.350
H8 -1.097 -0.789 1.178
H9 1.435 1.089 1.963

Computed properties:
Kohn-Sham gap = 8.0 eV
structure (SMILES) = C[PH2]=C(C)O
total charge = 0
DFT total energy = -536.141243 hartree